[1]
Formula: C41H41NO12
Source: the Open Molecules 2025 dataset
Level of theory: ωB97M-V/def2-TZVPD

The geometry in XYZ format:
```
95
Properties=species:S:1:pos:R:3:forces:R:3
O -7.540326 28.075183 45.263939 -0.4 0.5 -0.7
C -7.340544 27.876773 43.896990 -0.4 -0.3 -0.1
C -6.187455 27.355490 43.320641 0.4 0.4 -4.0
C -6.125975 27.255172 41.836238 -0.4 -0.6 2.2
C -7.203711 27.588006 41.056459 -0.7 0.7 1.7
O -7.165003 27.520222 39.743344 6.5 -1.2 0.9
C -8.350872 28.063696 41.667908 2.5 -0.8 3.9
C -8.453583 28.193460 43.071572 -0.2 0.8 -1.5
H -6.889365 27.648597 45.811599 0.6 -0.3 0.1
H -5.165457 27.153786 43.643168 -0.7 0.0 1.3
H -5.320847 26.706391 41.350489 0.2 0.5 0.3
H -7.879681 27.573451 39.242604 -5.3 0.5 -2.7
H -9.171114 28.039430 41.096528 -3.3 0.8 -2.0
H -9.407000 28.724076 43.358290 1.3 -1.1 0.5
O -7.546308 36.397456 38.446173 0.7 1.2 -1.7
C -8.520983 35.517923 38.229131 -2.6 -1.8 2.2
C -8.938241 34.820348 39.408499 -0.7 -2.0 0.0
C -10.022568 33.879532 39.446294 0.3 2.4 -4.1
C -10.864043 33.798450 38.182599 3.2 1.0 2.4
O -11.972370 33.028957 38.153319 -0.4 -1.4 -1.0
C -10.424543 34.531549 37.072429 -1.0 -0.5 1.0
C -9.301431 35.340231 37.099150 1.3 1.8 -3.4
H -7.598091 36.930847 37.632948 0.8 0.3 0.5
H -8.304031 34.851056 40.321827 -0.5 0.4 -0.8
H -10.134325 33.327633 40.350475 -0.7 -0.5 0.3
H -11.914620 32.448021 37.352177 -0.3 0.8 1.0
H -11.051201 34.602466 36.186584 0.1 -0.4 0.1
H -9.076015 35.873498 35.983254 -0.3 -1.2 3.5
O -15.499883 30.273746 40.792823 -6.9 2.8 -1.6
C -16.240626 30.907455 41.862510 1.1 -2.2 0.1
C -17.588282 30.510776 42.029062 -1.3 1.3 3.2
C -18.279289 30.782068 43.337610 -0.3 0.7 -4.2
C -17.649993 31.732585 44.133985 1.5 0.2 -1.0
O -18.354625 32.328892 45.137679 1.0 0.0 -0.1
C -16.321010 32.138830 43.926716 1.2 -2.1 -0.7
C -15.483761 31.554071 42.897733 -5.4 0.8 0.5
H -14.734496 30.065656 41.148856 5.9 -1.6 2.5
H -18.358685 30.200534 41.315996 1.3 -0.5 -0.4
H -19.462791 30.594629 43.302168 2.9 0.4 0.6
H -19.027848 31.703565 44.979359 -2.9 -0.3 1.5
H -15.919256 32.679828 44.764411 0.4 0.4 -0.1
H -14.456478 31.748366 42.872596 1.3 0.2 -0.2
O -14.348198 35.679315 44.227433 -1.5 -0.2 2.9
C -13.900337 36.312888 43.118906 -1.6 3.2 -0.5
C -13.433870 35.672269 41.961297 1.1 0.4 -0.5
C -12.899330 36.546554 40.838329 -1.0 -0.7 2.5
C -12.964263 37.963848 40.864025 0.1 1.0 1.2
O -12.460327 38.859249 39.859495 -0.4 -0.1 0.5
C -13.473019 38.560311 42.072159 -0.8 -1.8 -1.0
C -14.100680 37.756600 43.102899 4.8 -2.8 -6.9
H -14.825543 36.258057 44.983004 1.9 -1.6 -3.2
H -13.350500 34.461777 41.943482 -0.1 3.3 -0.2
H -12.358524 35.912371 40.174410 0.2 0.3 -1.2
H -12.652742 39.860246 39.953768 0.0 -2.9 0.6
H -13.439249 39.689242 42.151537 -0.3 -1.5 0.0
H -14.288243 38.501300 43.680775 -2.3 3.1 5.6
O -7.743956 31.047932 44.597838 2.2 -1.7 -0.7
C -9.050695 31.344781 44.585935 0.6 2.8 -1.4
C -9.864571 30.694224 45.418155 -3.4 -2.6 1.6
C -11.225257 31.081280 45.675357 -1.0 0.2 0.0
C -11.696738 32.269883 45.056197 -0.9 1.4 -1.9
O -13.045013 32.755416 44.976861 0.9 -5.2 2.2
C -10.898507 32.910341 44.106323 5.4 -5.4 2.8
C -9.541603 32.473200 43.837494 -1.6 0.0 0.4
H -7.485294 30.092110 44.841535 -1.2 2.0 -0.2
H -9.502691 29.658267 45.703488 -0.5 1.5 0.4
H -11.946876 30.437584 46.289857 1.3 1.1 -0.9
H -13.497232 33.537980 44.781737 0.6 2.6 -0.5
H -11.176731 33.650396 43.552297 -2.3 4.4 -3.0
H -9.019319 32.995603 42.981244 -0.2 -0.8 1.4
O -0.602428 30.126992 46.979281 -0.9 0.0 -1.1
C -1.926135 30.148325 47.375227 -1.9 -0.5 -0.8
C -2.386836 30.290175 48.684627 -2.6 1.2 2.4
C -3.865696 30.269030 49.106499 4.3 -2.2 -9.9
C -4.830809 30.055886 48.012225 3.9 1.0 1.9
O -6.165103 30.079754 48.283823 -0.2 -0.4 -0.4
C -4.324381 30.032025 46.715346 2.7 -0.5 1.0
C -2.917900 30.019616 46.376669 -1.1 -0.5 -0.1
H -0.669809 30.054788 45.976174 0.5 0.2 1.9
H -1.689679 30.690351 49.441700 -0.3 -0.7 -0.3
H -4.341785 30.582278 49.881547 -1.7 1.8 5.7
H -6.308069 29.503812 49.041991 -0.2 0.2 0.1
H -5.029533 29.935097 45.982537 -1.6 -0.2 -2.2
H -2.553548 29.814967 45.295241 -1.0 0.6 1.8
C -11.537071 25.053670 49.207125 1.6 8.6 -3.9
C -12.397555 25.751679 49.960109 -0.6 -0.4 -0.8
C -12.753424 27.042859 49.622441 3.0 1.0 -3.3
N -12.093540 27.731558 48.589766 -0.5 -1.6 2.2
C -11.030622 27.068228 48.002878 -2.6 1.5 1.2
C -10.776907 25.789344 48.163348 1.0 -6.0 3.9
H -11.493685 24.123824 49.332862 1.0 -7.6 0.9
H -12.925516 25.082570 50.568862 -1.2 0.1 1.6
H -13.544299 27.479995 50.144292 -1.1 1.2 0.4
H -10.373263 27.515942 47.350611 0.9 2.1 -1.4
H -9.811744 25.217622 47.936690 -1.5 1.3 -0.8
```
Positions in Å, forces in eV/Å.

As for the HOMO energy: -7.801 eV. Its total charge is 0. Its orbital gap is 8.125 eV. For the energy above the lowest of the compared OMol25 structures with the same formula, charge and spin, the calculation gives 209.1 kJ/mol.

[2]
Formula: C6H11N2
Source: the Open Molecules 2025 dataset
Level of theory: ωB97M-V/def2-TZVPD

The geometry in XYZ format:
```
19
Properties=species:S:1:pos:R:3:forces:R:3
C 1.964131 1.039557 -0.317201 -0.6 -1.8 1.6
C 0.550797 0.467949 -0.050939 -3.8 2.9 0.8
N 0.171164 -0.754920 0.058098 3.8 -1.3 0.8
C 1.170711 -1.862096 0.190643 -0.2 0.8 0.1
C -1.152867 -1.279992 0.058769 -1.1 0.9 -0.7
N -2.168222 -0.588591 -0.035385 -1.6 -5.2 0.4
C -2.471787 0.700588 0.051467 4.5 3.4 0.1
C -0.775673 1.406506 0.134456 0.2 1.2 -0.7
H 2.013783 1.335986 -1.332485 -0.1 -0.2 -1.4
H 2.648114 0.154836 -0.120328 -0.3 1.9 -0.3
H 2.235252 2.009445 0.172229 -0.6 -1.2 0.4
H 2.174424 -1.473588 0.328142 -0.2 -0.2 0.0
H 1.099766 -2.420322 -0.708752 0.2 -0.8 -0.7
H 0.893568 -2.466067 1.043019 -0.1 -0.1 0.2
H -1.176780 -2.358372 -0.035393 0.1 -0.1 0.1
H -2.875958 0.978762 -0.934949 -0.5 0.6 0.9
H -2.972804 0.943798 1.028840 0.2 0.1 -1.4
H -0.718402 1.970436 1.091128 0.3 -0.7 -0.4
H -0.609209 2.196084 -0.621359 -0.4 -0.2 0.2
```
Positions in Å, forces in eV/Å.

As for the HOMO energy: -13.287 eV. Its total charge is +1. Its orbital gap is 8.618 eV. For the energy above the lowest of the compared OMol25 structures with the same formula, charge and spin, the calculation gives 362.2 kJ/mol.

[3]
Formula: C2H4N2O2
Source: the Open Molecules 2025 dataset
Level of theory: ωB97M-V/def2-TZVPD

The geometry in XYZ format:
```
10
Properties=species:S:1:pos:R:3:forces:R:3
H -1.080376 2.222786 -0.722214 0.0 -0.1 0.0
N -0.529013 1.421618 -0.429853 -0.3 -0.2 0.1
C -1.277469 0.460032 -0.091924 0.1 0.3 -0.1
O -0.848660 -0.725901 0.381011 0.1 0.0 0.1
C 0.497609 -1.075073 0.588951 0.2 -0.2 0.1
N 1.381306 -0.518603 -0.273987 0.0 0.0 0.1
O 0.733297 -1.890378 1.437289 -0.1 0.3 -0.4
H -2.370630 0.447504 -0.117210 0.2 0.0 0.0
H 2.348409 -0.706608 -0.058627 -0.1 0.0 0.0
H 1.145525 0.364623 -0.713436 0.0 -0.1 0.1
```
Positions in Å, forces in eV/Å.

As for the HOMO energy: -10.515 eV. Its total charge is 0. Its orbital gap is 11.342 eV. For the energy above the lowest of the compared OMol25 structures with the same formula, charge and spin, the calculation gives 87.8 kJ/mol.